C54H41N9O2PSeSiTl | wB97M-V/def2-TZVPD

Summary:
Energy above the lowest of the compared OMol25 structures with the same formula, charge and spin = 54.4 kcal per mole
Kohn-Sham gap (alpha / beta) = 3.4 / 3.3 eV
HOMO level (alpha / beta) = -0.314 / -0.311 eV
Maximum force = 2.4 eV/A
Charge = -2
Lowest unoccupied orbital energy (alpha / beta) = 0.11159 / 0.11152 hartree

Last column: Mulliken charge in e.
Positions of all 110 atoms, in Å:
Tl1 -0.78 -0.24 -0.45  2.43
C1 -2.14 -3.95 -0.71  -0.62
C2 -1.05 -3.86 0.09  -0.73
C3 0.17 -3.10 -0.33  1.26
C4 -0.01 -2.55 -1.74  -0.89
N1 -1.11 -2.65 -2.45  -0.26
C5 -2.14 -3.34 -1.98  -0.76
N2 1.13 -2.04 -2.25  -0.40
C6 1.26 -0.84 -2.72  -0.40
N3 0.40 0.20 -2.53  0.29
C7 0.90 1.31 -3.14  -0.76
N4 0.44 2.50 -3.19  -0.61
C8 -0.72 2.97 -2.66  0.05
C9 -0.64 3.87 -1.57  0.29
C10 -1.80 4.35 -1.01  -0.16
C11 -3.02 4.01 -1.59  -0.53
C12 -2.99 3.22 -2.72  -0.46
N5 -1.89 2.72 -3.26  -0.52
C13 2.20 0.97 -3.75  0.19
C14 3.14 1.71 -4.44  0.17
C15 4.31 1.08 -4.82  -0.83
C16 4.54 -0.26 -4.51  -0.59
C17 3.61 -1.01 -3.83  -0.18
C18 2.43 -0.39 -3.45  0.07
H1 -3.02 -4.49 -0.39  0.37
H2 -1.04 -4.30 1.07  0.12
H3 1.07 -3.72 -0.31  0.47
H4 -2.98 -3.44 -2.66  0.67
H5 0.33 4.11 -1.18  0.39
H6 -1.76 4.98 -0.14  0.29
H7 -3.96 4.33 -1.16  0.38
H8 -3.91 2.95 -3.24  0.52
H9 2.95 2.75 -4.66  0.53
H10 5.07 1.64 -5.36  0.37
H11 5.48 -0.72 -4.81  0.39
H12 3.79 -2.05 -3.59  0.55
O1 -2.98 1.64 2.19  -0.83
C19 -1.96 1.98 1.61  -0.20
O2 -1.62 1.73 0.41  -0.42
C20 -0.95 2.83 2.36  0.02
C21 -1.39 3.64 3.39  -0.67
C22 -0.51 4.43 4.10  -0.64
C23 0.85 4.36 3.81  -0.95
C24 1.30 3.51 2.82  -0.42
C25 0.41 2.78 2.04  0.60
P1 1.07 1.65 0.73  1.98
C26 2.02 0.52 1.77  0.22
C27 1.20 -0.53 2.49  1.18
C28 1.78 -0.73 3.86  -2.12
C29 3.09 -0.54 4.11  0.01
C30 3.94 0.05 3.14  -2.01
C31 3.36 0.68 2.06  0.30
C32 2.36 2.66 -0.06  0.70
C33 2.40 4.05 -0.01  -1.43
C34 3.36 4.75 -0.73  -0.61
C35 4.27 4.07 -1.53  -0.98
C36 4.21 2.69 -1.60  -0.91
C37 3.26 1.99 -0.88  -0.84
H13 -2.45 3.63 3.62  0.49
H14 -0.87 5.10 4.87  0.37
H15 1.55 4.97 4.37  0.40
H16 2.37 3.42 2.64  0.62
H17 0.16 -0.18 2.58  -0.39
H18 1.10 -1.05 4.64  0.47
H19 3.50 -0.79 5.08  0.41
H20 5.01 0.13 3.33  0.27
H21 3.95 1.37 1.47  0.30
H22 1.69 4.60 0.59  0.41
H23 3.39 5.83 -0.67  0.40
H24 5.01 4.62 -2.09  0.36
H25 4.89 2.14 -2.24  0.54
H26 3.21 0.92 -0.95  0.82
Se1 -8.55 -2.66 -0.92  0.11
N6 -7.30 -2.77 0.38  -0.96
C38 -6.19 -2.20 -0.07  1.08
C39 -4.99 -2.08 0.69  0.69
C40 -4.87 -2.58 1.98  -0.90
C41 -3.69 -2.42 2.67  -1.29
C42 -2.64 -1.75 2.04  -0.23
N7 -2.72 -1.28 0.82  0.55
C43 -3.85 -1.43 0.12  -0.66
C44 -3.90 -0.93 -1.22  -0.44
N8 -2.81 -0.35 -1.76  0.74
C45 -2.82 0.05 -3.00  -0.59
C46 -3.96 -0.02 -3.81  -1.46
C47 -5.11 -0.57 -3.29  -0.75
C48 -5.10 -1.06 -1.98  0.53
C49 -6.25 -1.68 -1.40  0.90
N9 -7.41 -1.82 -2.04  -0.96
H27 -5.73 -3.08 2.42  0.48
H28 -3.57 -2.78 3.68  0.49
H29 -1.70 -1.61 2.55  0.27
H30 -1.90 0.47 -3.38  0.74
H31 -3.92 0.36 -4.82  0.56
H32 -6.02 -0.65 -3.86  0.49
C50 3.92 -3.17 1.81  -1.20
Si1 2.11 -3.40 2.37  0.31
C51 1.61 -5.15 1.74  -1.48
C52 2.07 -3.78 4.25  -1.28
C53 1.12 -1.87 1.71  1.50
C54 0.41 -1.92 0.60  -1.11
H33 4.61 -3.81 2.36  0.35
H34 4.23 -2.14 1.96  0.33
H35 4.02 -3.40 0.76  0.27
H36 2.14 -5.93 2.29  0.43
H37 1.83 -5.30 0.69  0.42
H38 0.55 -5.34 1.88  0.38
H39 2.59 -4.71 4.46  0.38
H40 1.05 -3.90 4.61  0.35
H41 2.53 -3.01 4.85  0.35

***

C35H33IrN6O2SeSi | wB97M-V/def2-TZVPD

Summary:
Energy above the lowest of the compared OMol25 structures with the same formula, charge and spin = 25.4 kcal per mole
Kohn-Sham gap = 6.4 eV
HOMO level = -12.752 eV
Maximum force = 0.6 eV/A
Charge = +2
Lowest unoccupied orbital energy = -0.23444 hartree

Last column: Mulliken charge in e.
Positions of all 79 atoms, in Å:
Ir1 -0.02 -0.48 0.77  0.56
Se1 0.92 -3.05 -6.25  0.35
N1 -0.27 -1.96 -5.50  -0.85
C1 0.05 -1.86 -4.24  0.79
C2 -0.70 -1.04 -3.29  0.76
C3 -1.84 -0.30 -3.60  -0.99
C4 -2.45 0.43 -2.60  -0.96
C5 -1.92 0.43 -1.32  -0.62
N2 -0.84 -0.28 -1.02  0.48
C6 -0.24 -1.01 -1.99  -0.37
C7 0.89 -1.81 -1.56  -0.08
N3 1.15 -1.73 -0.24  0.22
C8 2.18 -2.42 0.27  -0.72
C9 2.97 -3.22 -0.54  -0.76
C10 2.70 -3.31 -1.90  -0.94
C11 1.63 -2.59 -2.42  0.58
C12 1.20 -2.61 -3.82  0.87
N4 1.81 -3.31 -4.74  -0.85
H1 -2.24 -0.32 -4.61  0.60
H2 -3.35 1.00 -2.80  0.56
H3 -2.36 1.01 -0.52  0.70
H4 2.34 -2.33 1.33  0.59
H5 3.79 -3.76 -0.10  0.55
H6 3.30 -3.93 -2.55  0.61
C13 -2.66 -4.36 2.44  -1.37
Si1 -1.53 -3.45 1.27  -0.09
C14 -0.03 -4.54 0.98  -0.96
C15 -2.45 -3.19 -0.34  -0.72
N5 -1.01 -1.80 1.80  0.61
C16 -1.39 -1.09 2.98  0.40
C17 -2.11 -1.63 4.04  -0.40
C18 -2.45 -0.85 5.14  -0.84
C19 -2.10 0.49 5.21  -0.77
C20 -1.40 1.05 4.16  -0.81
C21 -1.06 0.28 3.07  -0.41
H7 -2.89 -5.30 1.94  0.40
H8 -3.60 -3.86 2.64  0.38
H9 -2.19 -4.62 3.39  0.40
H10 -0.39 -5.57 0.92  0.50
H11 0.68 -4.50 1.81  0.33
H12 0.49 -4.33 0.05  0.25
H13 -2.89 -4.15 -0.65  0.50
H14 -1.81 -2.86 -1.16  0.14
H15 -3.27 -2.48 -0.23  0.27
H16 -2.40 -2.66 4.03  0.27
H17 -3.00 -1.30 5.95  0.44
H18 -2.37 1.09 6.07  0.42
H19 -1.12 2.10 4.18  0.44
H20 -0.49 0.83 2.28  1.39
C22 1.60 4.03 -2.60  -0.98
O1 1.20 3.94 -1.23  -0.39
C23 -0.10 3.80 -0.95  1.03
C24 -1.11 3.71 -1.90  -0.59
C25 -2.44 3.66 -1.51  -0.89
C26 -2.79 3.67 -0.17  -1.09
C27 -1.79 3.74 0.79  -0.33
C28 -0.46 3.80 0.41  0.23
N6 0.50 4.09 1.43  0.08
C29 1.77 3.80 1.59  -0.73
C30 2.62 2.87 0.95  1.00
C31 4.01 3.17 1.04  -0.80
C32 4.94 2.38 0.42  -1.06
C33 4.51 1.23 -0.25  -0.80
C34 3.17 0.88 -0.30  -0.34
C35 2.19 1.68 0.31  0.58
O2 0.93 1.35 0.36  -0.41
H21 2.68 4.15 -2.58  0.27
H22 1.14 4.89 -3.08  0.39
H23 1.34 3.11 -3.13  0.33
H24 -0.86 3.73 -2.96  0.56
H25 -3.21 3.64 -2.27  0.57
H26 -3.83 3.65 0.13  0.44
H27 -2.05 3.78 1.84  0.41
H28 0.14 4.75 2.11  0.37
H29 2.24 4.41 2.35  0.49
H30 4.32 4.06 1.57  0.43
H31 5.99 2.63 0.46  0.43
H32 5.23 0.60 -0.74  0.50
H33 2.87 -0.01 -0.82  0.41

***

C15H29CoN4Si | wB97M-V/def2-TZVPD

Summary:
Kohn-Sham gap (alpha / beta) = 8.0 / 8.3 eV
HOMO level (alpha / beta) = -10.737 / -11.073 eV
Maximum force = 2.6 eV/A
Multiplicity = 4
Charge = +1
Lowest unoccupied orbital energy (alpha / beta) = -0.09991 / -0.10242 hartree

Last column: Mulliken charge in e.
Positions of all 50 atoms, in Å:
Co1 -0.14 0.03 -0.48  0.20
C1 2.13 -0.77 -2.26  -0.65
C2 0.87 -0.71 -3.21  -1.04
N1 -0.32 -1.07 -2.42  -0.25
C3 -0.45 -2.58 -2.25  -0.91
C4 -0.59 -2.91 -0.80  0.59
C5 -1.18 -4.11 -0.37  -1.10
C6 -1.07 -4.43 0.98  -0.40
C7 -0.55 -3.53 1.90  -1.03
C8 -0.11 -2.34 1.43  0.62
C9 0.15 -1.13 2.37  -0.94
N2 0.75 -0.03 1.60  -0.01
C10 2.22 0.07 1.41  -0.91
C11 2.67 -0.54 0.13  -0.72
N3 1.93 0.01 -1.05  -0.09
N4 -0.06 -2.07 0.13  0.56
H1 2.32 -1.79 -1.92  0.32
H2 3.02 -0.45 -2.78  0.52
H3 0.76 0.29 -3.61  0.49
H4 1.05 -1.43 -4.01  0.41
H5 -1.14 -0.71 -2.90  0.32
H6 -1.35 -2.90 -2.77  0.55
H7 0.42 -3.11 -2.69  0.27
H8 -1.70 -4.74 -1.09  0.45
H9 -1.50 -5.32 1.33  0.47
H10 -0.62 -3.76 2.95  0.51
H11 -0.85 -0.87 2.81  0.37
H12 0.82 -1.44 3.20  0.42
H13 0.52 0.82 2.14  0.24
H14 2.49 1.14 1.27  0.33
H15 2.81 -0.33 2.24  0.36
H16 3.74 -0.49 0.08  0.59
H17 2.48 -1.61 0.18  0.35
H18 2.14 1.00 -1.26  0.31
C12 0.47 3.64 0.44  -0.78
Si1 -1.37 3.14 0.54  0.22
C13 -1.85 2.52 2.25  -0.72
C14 -2.50 4.71 0.21  -1.05
C15 -1.42 1.64 -0.67  -0.77
H19 0.73 4.69 0.78  0.37
H20 0.78 3.57 -0.62  0.22
H21 1.15 2.92 0.96  0.07
H22 -1.64 3.12 3.13  0.37
H23 -1.32 1.54 2.37  -0.15
H24 -2.90 2.25 2.25  0.36
H25 -2.27 5.55 0.83  0.33
H26 -3.52 4.39 0.31  0.27
H27 -2.23 5.04 -0.81  0.28
H28 -1.30 2.00 -1.72  0.45
H29 -2.44 1.12 -0.54  0.29